[1]
A cluster of 2 separate species, C2H4ClN4O4S2 in total, computed with wB97M-V/def2-TZVPD.

Calculated values
total charge	-1
E_HOMO	-2.054	eV
E	-1855.02174	Eh
Kohn-Sham gap	3.100	eV
lowest unoccupied orbital energy	1.0	eV

Element x y z (Å)
S (-1.47231, -0.91233, 0.52300)
N (-1.59683, 0.75234, 0.13746)
N (-2.82323, 1.29967, -0.12864)
C (-2.64700, 2.61130, -0.35730)
N (-1.35641, 2.99141, -0.29729)
C (-0.73926, 1.79058, 0.01891)
N (0.55262, 1.69966, 0.16980)
Cl (1.42378, 0.27838, 0.51657)
H (-1.03855, -1.52649, -0.63383)
H (-3.71245, 0.81624, -0.15304)
H (-3.46414, 3.29977, -0.59101)
H (1.09011, 2.55199, 0.03790)
O (3.13116, -2.23031, 1.34281)
S (3.16333, -3.13877, 0.14647)
O (3.56945, -4.49463, 0.57356)
O (4.12751, -2.60635, -0.84614)
O (1.79220, -3.18246, -0.45925)


[2]
The molecule C4H6IN2P, computed with wB97M-V/def2-TZVPD.

Calculated values
E_HOMO (alpha / beta)	-7.408 / -8.592	eV
E	-904.42063	Eh
Kohn-Sham gap (alpha / beta)	7.408 / 6.244	eV
lowest unoccupied orbital energy (alpha / beta)	0.0 / -2.3	eV
⟨S²⟩	2.044
multiplicity	3

Element x y z (Å)
C (-0.13706, -0.14722, -1.14699)
C (-1.09158, -0.86542, -0.47825)
C (0.50375, 0.82299, -0.21150)
C (1.37352, 1.87887, -0.86025)
N (0.21511, 0.74556, 0.97555)
N (-1.36592, -0.64168, 0.80680)
P (-1.62709, -1.78352, 1.94743)
I (0.29095, -3.26057, 2.10732)
H (-0.01130, -0.13618, -2.22114)
H (-1.50658, -1.74549, -0.99780)
H (0.82930, 2.71937, -1.02093)
H (2.24119, 2.16489, -0.21209)
H (1.76051, 1.27686, -1.72894)
H (-1.47478, -1.02847, 3.04079)


[3]
The molecule C5H10O3Si, computed with wB97M-V/def2-TZVPD.

Calculated values
E_HOMO	-8.308	eV
E	-711.82010	Eh
Kohn-Sham gap	8.740	eV
lowest unoccupied orbital energy	0.4	eV
SMILES	O[Si](O)(O)[C@H]1C=CCC1

Element x y z (Å)
O (-1.20479, -2.53577, -0.82446)
Si (-0.17095, -1.42854, -1.30236)
O (1.34303, -2.03286, -1.22299)
O (-0.58490, -1.07238, -2.85018)
C (-0.60799, 0.24333, -0.01845)
C (-0.74290, -0.07649, 1.41257)
C (0.00219, 0.66019, 2.24635)
C (0.65182, 1.77786, 1.47751)
C (0.38906, 1.44357, -0.07914)
H (-1.80081, -3.08628, -1.42324)
H (2.02282, -1.52179, -0.85867)
H (0.08127, -0.95400, -3.61288)
H (-1.50688, 0.60398, -0.36336)
H (-1.49226, -0.72106, 1.63481)
H (0.01998, 0.63057, 3.39462)
H (0.38931, 2.87752, 1.75745)
H (1.73190, 1.79536, 1.82814)
H (0.17134, 2.33706, -0.63244)
H (1.30875, 1.05974, -0.56328)


[4]
A cluster of 2 separate species, C10H17N2 in total, computed with wB97M-V/def2-TZVPD.

Calculated values
total charge	+1
E_HOMO	-11.888	eV
E	-500.39213	Eh
Kohn-Sham gap	5.902	eV
lowest unoccupied orbital energy	-6.0	eV

Element x y z (Å)
C (4.28794, -0.81787, -0.49012)
C (3.81337, 0.44543, -0.76848)
C (3.56916, -1.20516, 0.61314)
C (2.76974, 0.79744, 0.04238)
C (-2.22012, -1.46229, 0.06741)
C (-0.93622, -1.34984, -0.79220)
C (-2.33464, 0.03901, 0.13994)
C (-3.19497, 0.73150, -0.87237)
C (-2.54753, 0.66487, 1.47469)
C (2.02452, 1.90035, 0.05404)
N (2.65526, -0.28785, 0.86478)
N (-0.90589, -0.00252, -0.27658)
H (5.16698, -1.30193, -0.89619)
H (4.10354, 1.02685, -1.62893)
H (3.62342, -2.13429, 1.20155)
H (-3.06356, -2.06028, -0.24051)
H (-1.77701, -1.92717, 1.00623)
H (0.01915, -1.90256, -0.60011)
H (-1.21014, -1.48351, -1.82509)
H (-4.16846, 0.25946, -0.92384)
H (-2.91433, 0.73620, -1.91122)
H (-3.43751, 1.79403, -0.54085)
H (-1.75691, 0.40550, 2.15675)
H (-3.52944, 0.22672, 1.90178)
H (-2.65867, 1.80839, 1.42521)
H (1.20644, 2.10895, 0.85547)
H (2.07100, 2.66111, -0.74549)
H (1.99499, -0.33192, 1.70175)
H (-0.65009, 0.66137, -0.99314)


[5]
A cluster of 2 separate species, C6H9N2O2 in total, computed with wB97M-V/def2-TZVPD.

Calculated values
total charge	-1
E_HOMO	-4.715	eV
E	-494.11118	Eh
Kohn-Sham gap	8.463	eV
lowest unoccupied orbital energy	3.7	eV

Element x y z (Å)
C (3.71313, -0.11374, -0.92837)
C (2.39401, -0.88759, -1.24002)
O (1.85971, -1.44813, -0.23996)
O (1.97614, -0.84320, -2.40805)
H (3.48648, 0.75351, -0.32002)
H (4.19907, 0.07634, -1.88538)
H (4.34639, -0.79470, -0.36096)
C (-2.68561, 1.83656, 1.28890)
C (-2.04929, -1.42785, -0.00672)
C (-0.81170, 0.29577, 0.48158)
C (-2.12678, 0.53857, 0.79284)
N (-0.78954, -0.95147, -0.04717)
N (-2.89246, -0.53052, 0.46685)
H (0.09806, -1.47667, -0.19634)
H (-2.30681, -2.33487, -0.52423)
H (0.07951, 0.80454, 0.79065)
H (-2.60234, 2.63879, 0.56293)
H (-2.15402, 2.15669, 2.18926)
H (-3.73396, 1.70797, 1.58420)


[6]
A cluster of 2 separate species, C6H13BBr2Cl2 in total, computed with wB97M-V/def2-TZVPD.

Calculated values
E_HOMO	-10.326	eV
E	-6329.72632	Eh
Kohn-Sham gap	10.723	eV
lowest unoccupied orbital energy	0.4	eV
SMILES	CB(Br)C[C@@H](C)Br.ClCCCl

Element x y z (Å)
C (2.82506, -1.71703, -1.29786)
B (2.07663, -0.38632, -1.56396)
Br (2.98059, 1.26268, -1.05588)
C (0.68354, -0.22515, -2.26984)
C (-0.55569, -0.22916, -1.36561)
C (-1.78812, -0.86609, -2.00023)
Br (-0.21919, -1.06564, 0.37404)
H (2.82125, -2.31148, -2.21486)
H (3.85163, -1.56428, -0.98054)
H (2.31138, -2.31315, -0.54350)
H (0.66874, 0.73642, -2.78392)
H (0.57944, -0.99595, -3.03577)
H (-0.78436, 0.79857, -1.10860)
H (-1.89636, -1.90611, -1.70516)
H (-2.69299, -0.34359, -1.70182)
H (-1.71012, -0.83083, -3.08462)
Cl (-2.03918, 0.88680, 5.10235)
C (-1.02492, 0.82444, 3.63653)
C (-1.01993, 2.12809, 2.88389)
Cl (-2.60097, 2.47996, 2.13666)
H (-1.39367, 0.01631, 3.01129)
H (-0.01160, 0.58915, 3.95689)
H (-0.29242, 2.07111, 2.07603)
H (-0.76873, 2.96123, 3.53449)


[7]
A structure of composition C5H6O, computed with wB97M-V/def2-TZVPD.

Calculated values
E_HOMO	-8.099	eV
E	-269.19244	Eh
Kohn-Sham gap	7.837	eV
lowest unoccupied orbital energy	-0.3	eV

Element x y z (Å)
C (-0.90947, 0.17346, 0.00797)
C (-1.03471, -1.36050, -0.19292)
C (0.49499, -1.57261, -0.17396)
C (0.57371, -0.14360, -0.00425)
C (1.65561, 0.65853, 0.11914)
O (1.56438, 1.97379, 0.27123)
H (-1.31360, 0.55638, 0.95382)
H (0.61721, 2.19640, 0.26737)
H (-1.29142, 0.79182, -0.81481)
H (-1.48397, -1.67052, -1.14299)
H (-1.55453, -1.90315, 0.60394)
H (2.68179, 0.30001, 0.10547)


[8]
The molecule C17H15ClN2O4S, computed with wB97M-V/def2-TZVPD.

Calculated values
E_HOMO	-8.738	eV
E	-1925.70882	Eh
Kohn-Sham gap	8.942	eV
lowest unoccupied orbital energy	0.2	eV
SMILES	O=C(CN1C(=O)CCS(=O)(=O)c2ccccc21)Nc1cccc(Cl)c1

Element x y z (Å)
O (1.68302, 1.65043, 1.21666)
C (1.27036, 0.51078, 1.22582)
C (-0.17377, 0.18007, 1.64278)
N (-1.03050, -0.01147, 0.47836)
C (-1.01841, -1.22059, -0.13424)
O (-0.28336, -2.11710, 0.24189)
C (-1.89935, -1.37786, -1.36266)
C (-3.27827, -1.87220, -0.96511)
S (-3.93673, -0.75905, 0.32599)
O (-5.36396, -0.68293, 0.18920)
O (-3.40061, -1.16675, 1.59485)
C (-3.23665, 0.85000, -0.06599)
C (-4.07311, 1.88783, -0.42524)
C (-3.55162, 3.15897, -0.60118)
C (-2.19852, 3.37973, -0.39184)
C (-1.35745, 2.34006, -0.03351)
C (-1.87323, 1.05453, 0.11529)
N (1.96228, -0.59434, 0.86913)
C (3.27865, -0.69308, 0.41567)
C (3.71959, -1.94480, -0.01343)
C (5.01586, -2.10771, -0.46051)
C (5.89261, -1.03574, -0.48905)
C (5.44438, 0.20312, -0.06108)
Cl (6.52295, 1.55195, -0.08901)
C (4.14976, 0.39155, 0.39197)
H (-0.57016, 1.00753, 2.23143)
H (-0.20146, -0.73820, 2.23549)
H (-1.97473, -0.43116, -1.90123)
H (-1.41842, -2.11590, -2.00955)
H (-3.98019, -1.86092, -1.79394)
H (-3.23792, -2.86165, -0.51581)
H (-5.12477, 1.67653, -0.53832)
H (-4.19890, 3.97474, -0.88208)
H (-1.79031, 4.37197, -0.50754)
H (-0.30629, 2.51856, 0.13530)
H (1.42552, -1.46078, 0.83126)
H (3.03800, -2.78225, 0.00620)
H (5.35093, -3.07900, -0.79068)
H (6.90589, -1.15701, -0.83616)
H (3.81890, 1.36211, 0.72090)


[9]
The molecule C3H8N2, computed with wB97M-V/def2-TZVPD.

Calculated values
E_HOMO	-8.848	eV
E	-228.47965	Eh
Kohn-Sham gap	9.748	eV
lowest unoccupied orbital energy	0.9	eV
SMILES	NC1CNC1

Element x y z (Å)
N (1.87312, -0.11489, -0.10513)
C (0.50131, -0.11014, 0.32010)
C (-0.74512, -0.99529, -0.28248)
N (-1.63276, 0.14088, 0.10294)
C (-0.26430, 1.06825, -0.27123)
H (2.39025, -0.83932, 0.21648)
H (2.32886, 0.81220, 0.05646)
H (0.42284, -0.19258, 1.36751)
H (-0.78321, -1.51298, -1.22475)
H (-0.77843, -1.71161, 0.69634)
H (-1.58721, 0.37242, 1.20237)
H (-0.24414, 1.10777, -1.30002)
H (-0.38278, 2.00519, 0.40266)


[10]
A structure of composition C16H26F3InNO3, computed with wB97M-V/def2-TZVPD.

Calculated values
total charge	+3
E_HOMO	-16.620	eV
E	-1394.14188	Eh
Kohn-Sham gap	1.979	eV
lowest unoccupied orbital energy	-14.6	eV

Element x y z (Å)
C (2.90451, -0.04487, 2.72490)
O (1.94725, -1.08115, 2.51517)
C (1.90784, -1.64397, 1.23135)
C (0.60723, -1.27191, 0.45654)
C (0.95417, -0.97683, -1.03573)
C (1.88631, 0.19981, -1.36748)
C (1.31556, 1.63408, -1.22404)
C (1.82621, 2.54446, -2.35381)
C (2.32613, 3.96754, -1.82450)
N (1.24212, 4.83545, -1.56661)
C (-0.13917, -0.11926, 1.11407)
O (0.23010, 0.95855, 1.42540)
O (-1.47537, -0.45267, 1.30563)
C (-1.80072, -1.65451, 0.63611)
C (-2.54015, -1.41444, -0.69608)
C (-3.09276, 0.04914, -0.89565)
C (-3.87180, 0.68693, 0.15861)
F (-3.38421, 1.62986, 0.89911)
C (-5.29233, 0.43603, 0.43477)
F (-5.69391, -0.70516, 0.79332)
F (-6.16736, 1.32120, 0.29475)
C (-0.48127, -2.42704, 0.48417)
C (-0.20923, -3.49124, 1.58415)
H (2.51510, 0.92337, 2.39592)
H (3.11012, 0.00369, 3.79438)
H (3.84118, -0.26077, 2.20457)
H (1.96612, -2.72152, 1.35892)
H (2.78428, -1.37418, 0.63325)
H (1.47151, -1.88471, -1.36805)
H (0.03952, -0.87942, -1.62946)
H (2.80576, 0.13718, -0.77890)
H (2.19562, 0.06041, -2.40782)
H (1.63971, 2.03751, -0.26172)
H (0.22129, 1.61706, -1.19361)
H (2.69419, 2.09828, -2.84965)
H (1.04855, 2.68563, -3.10651)
H (2.91784, 3.80117, -0.92226)
H (2.94076, 4.39715, -2.62001)
H (0.73228, 5.15665, -2.38686)
H (0.57701, 4.55602, -0.85017)
H (-2.49444, -2.19947, 1.29210)
H (-3.33172, -2.15447, -0.83284)
H (-1.86549, -1.54741, -1.54442)
H (-3.72787, -0.00447, -1.79503)
H (-2.26685, 0.73730, -1.09821)
H (-0.46753, -2.99257, -0.45228)
H (0.24131, -3.02867, 2.47236)
H (0.54031, -4.16951, 1.17268)
H (-1.07210, -4.11184, 1.86289)
In (-2.05564, -3.86238, 3.81654)


[11]
A structure of composition C9H18Cl2InN2O, computed with wB97M-V/def2-TZVPD.

Calculated values
total charge	-1
E_HOMO	-0.598	eV
E	-1648.94787	Eh
Kohn-Sham gap	2.935	eV
lowest unoccupied orbital energy	2.3	eV

Element x y z (Å)
In (0.06698, 0.26267, 0.38505)
Cl (0.44028, -1.87433, -0.37025)
Cl (1.24798, 2.20817, 0.66505)
C (2.76778, -0.15093, -1.53345)
H (3.21268, 0.40757, -0.71465)
H (3.28778, -1.05293, -1.85125)
C (-1.54402, 0.75577, -0.29765)
C (1.63668, 0.24377, -2.12035)
H (-2.48582, 0.79477, 0.27015)
C (0.95888, -0.47073, -3.24965)
H (1.13858, 1.14877, -1.77125)
C (-0.31532, 0.24357, -3.73345)
H (1.65618, -0.59083, -4.08955)
H (0.67428, -1.47443, -2.90285)
C (-1.50662, 0.08967, -2.77735)
H (-0.09802, 1.30997, -3.87855)
H (-0.59262, -0.15923, -4.71545)
C (-1.64402, 1.21247, -1.72405)
H (-2.43502, 0.07287, -3.36095)
H (-1.44282, -0.87913, -2.26235)
H (-0.91232, 2.00527, -1.92985)
H (-2.63822, 1.67607, -1.83895)
C (-1.64822, -0.57063, 4.73475)
N (-0.22092, -0.63003, 4.48465)
C (0.33878, -0.40373, 3.26205)
N (1.68948, -0.48483, 3.12615)
O (-0.38382, -0.12323, 2.30575)
H (-2.23112, -0.32383, 3.82235)
H (-1.85562, 0.20397, 5.50205)
H (-1.99492, -1.55463, 5.11405)
H (0.38878, -0.85773, 5.28465)
H (2.16198, -0.32013, 2.22775)
H (2.28228, -0.71403, 3.93725)


[12]
A structure of composition C31H30ClN5O2STa, computed with wB97M-V/def2-TZVPD.

Calculated values
total charge	+3
E_HOMO	-16.941	eV
E	-2538.14307	Eh
Kohn-Sham gap	7.260	eV
lowest unoccupied orbital energy	-9.7	eV

Element x y z (Å)
Ta (1.28952, 0.08450, 0.39994)
N (3.35529, -0.13520, 3.21047)
C (2.03901, 0.12528, 3.54022)
C (1.73557, 0.15659, 4.90508)
C (0.45980, 0.43290, 5.31765)
C (-0.51725, 0.67792, 4.34505)
C (-0.16405, 0.60559, 3.03449)
N (1.10088, 0.31285, 2.60087)
C (4.07064, 0.16893, 2.08210)
C (5.46494, 0.22258, 2.19685)
C (6.21912, 0.58240, 1.11483)
C (5.57131, 0.90050, -0.08797)
C (4.21920, 0.79665, -0.13712)
N (3.43708, 0.40054, 0.92107)
H (3.93420, -0.33182, 4.01464)
H (2.52769, -0.01825, 5.62183)
H (0.21933, 0.47213, 6.37171)
H (-1.53774, 0.91374, 4.60964)
H (-0.89574, 0.77144, 2.26194)
H (5.92600, 0.00300, 3.15101)
H (7.29693, 0.63998, 1.19194)
H (6.12517, 1.21946, -0.95915)
H (3.69994, 1.03338, -1.04908)
N (1.46250, 0.82688, -1.79535)
C (1.39582, 2.31534, -1.89951)
C (0.81013, 2.86597, -0.60759)
O (0.26501, 3.91106, -0.50913)
O (1.01832, 1.99674, 0.41426)
H (2.23917, 0.46926, -2.34624)
H (0.63023, 0.44709, -2.25387)
H (0.81515, 2.63799, -2.75904)
H (2.39909, 2.73311, -1.99667)
N (-0.72863, 0.09466, -0.04671)
S (-1.82309, 1.31805, -0.38882)
C (-1.92220, 1.34931, -2.15443)
C (-1.76532, 0.19996, -2.93061)
C (-1.87484, 0.31224, -4.30713)
C (-2.15003, 1.55023, -4.88585)
C (-2.30528, 2.68355, -4.09845)
C (-2.18292, 2.59289, -2.71781)
C (-3.35658, 0.67272, 0.18279)
C (-4.05433, 1.48436, 1.06983)
C (-5.28535, 1.04689, 1.53732)
C (-5.78863, -0.17801, 1.12108)
C (-5.07408, -0.97802, 0.22976)
C (-3.85142, -0.55364, -0.25471)
H (-1.23689, -0.78662, -0.01193)
H (-1.57082, -0.76492, -2.47327)
H (-1.76510, -0.56420, -4.93228)
H (-2.24602, 1.62676, -5.96098)
H (-2.51861, 3.64043, -4.55569)
H (-2.28396, 3.47431, -2.09397)
H (-3.65346, 2.44326, 1.37714)
H (-5.85173, 1.66761, 2.21801)
H (-6.75171, -0.51306, 1.48251)
H (-5.48640, -1.92204, -0.10002)
H (-3.31590, -1.15636, -0.97989)
Cl (2.54662, -1.82321, -0.95779)
C (1.11430, -2.86483, -1.17741)
C (0.97993, -3.65174, -2.29546)
C (-0.17289, -4.42973, -2.36936)
C (-1.10993, -4.38991, -1.34630)
C (-0.91673, -3.58661, -0.22426)
C (0.22578, -2.80152, -0.11031)
C (0.55013, -1.90360, 1.03912)
H (1.72942, -3.67633, -3.07548)
H (-0.32604, -5.07298, -3.22518)
H (-1.99402, -5.01069, -1.41096)
H (-1.63834, -3.59893, 0.58463)
H (1.47267, -2.26083, 1.53978)
H (-0.22990, -1.90798, 1.79824)